# 1
ORCA calculation (ωB97M-V with the def2-TZVPD basis set) on a structure of composition C47H53BClN10O3Ti in a non-equilibrium geometry.

Cartesian coordinates (Å):
Ti: 0.064 0.090 0.500
C: -3.023 1.064 4.820
C: -1.838 0.475 4.140
C: -0.870 -0.306 4.676
C: 0.057 -0.591 3.645
N: -0.366 0.022 2.486
N: -1.550 0.693 2.824
B: -2.552 1.128 1.790
N: -2.210 2.396 0.949
N: -1.253 2.430 -0.017
C: -1.443 3.579 -0.671
C: -2.518 4.293 -0.126
C: -2.972 3.510 0.915
C: -4.082 3.811 1.864
C: -0.666 4.091 -1.816
C: 0.711 4.285 -1.765
C: 1.392 4.817 -2.848
C: 0.700 5.182 -3.994
C: -0.679 5.015 -4.049
C: -1.356 4.477 -2.967
N: -2.934 -0.019 0.793
N: -2.059 -0.642 -0.043
C: -2.778 -1.564 -0.703
C: -4.114 -1.524 -0.298
C: -4.168 -0.543 0.671
C: -5.353 -0.118 1.466
C: -2.302 -2.493 -1.747
C: -3.000 -2.511 -2.959
C: -2.626 -3.365 -3.981
C: -1.552 -4.231 -3.807
C: -0.868 -4.235 -2.600
C: -1.242 -3.374 -1.577
C: 1.227 -1.408 3.827
C: 1.316 -2.228 4.974
C: 2.406 -3.031 5.219
C: 3.486 -3.066 4.341
C: 3.421 -2.264 3.213
C: 2.326 -1.461 2.957
H: -2.932 0.906 5.895
H: -3.103 2.137 4.638
H: -3.960 0.612 4.489
H: -0.805 -0.600 5.708
H: -3.558 1.402 2.363
H: -2.874 5.262 -0.426
H: -4.406 4.840 1.712
H: -4.941 3.157 1.711
H: -3.767 3.699 2.901
H: 1.245 4.005 -0.869
H: 2.465 4.936 -2.791
H: 1.231 5.594 -4.842
H: -1.226 5.294 -4.940
H: -2.426 4.328 -3.018
H: -4.912 -2.163 -0.631
H: -6.208 -0.726 1.172
H: -5.191 -0.249 2.536
H: -5.603 0.929 1.297
H: -3.819 -1.819 -3.107
H: -3.167 -3.347 -4.918
H: -1.255 -4.898 -4.605
H: -0.036 -4.910 -2.439
H: -0.716 -3.404 -0.640
H: 0.488 -2.258 5.670
H: 2.410 -3.652 6.108
H: 4.339 -3.703 4.528
H: 4.241 -2.265 2.504
H: 2.330 -0.850 2.073
C: -0.449 0.166 -2.950
N: 0.002 0.308 -4.331
C: 0.867 1.484 -4.418
N: 2.026 1.380 -3.532
C: 1.535 1.217 -2.164
N: 0.674 0.025 -2.007
C: 1.483 -1.141 -2.403
N: 1.959 -1.032 -3.783
C: 0.797 -0.876 -4.658
C: 2.771 0.179 -3.893
H: -1.080 -0.719 -2.882
H: -1.031 1.044 -2.654
H: 0.292 2.372 -4.145
H: 1.215 1.592 -5.450
H: 0.938 2.082 -1.887
H: 2.370 1.138 -1.469
H: 0.885 -2.045 -2.298
H: 2.334 -1.207 -1.724
H: 0.162 -1.761 -4.564
H: 1.146 -0.794 -5.692
H: 3.126 0.275 -4.925
H: 3.635 0.085 -3.230
Cl: 4.468 -7.306 0.243
C: 3.341 -5.983 0.453
C: 3.641 -4.750 -0.108
C: 2.745 -3.709 0.064
C: 1.568 -3.900 0.783
C: 1.289 -5.148 1.335
C: 2.177 -6.199 1.176
C: 0.556 -2.779 0.972
O: -0.486 -3.000 1.582
O: 0.886 -1.697 0.356
H: 4.560 -4.615 -0.659
H: 2.958 -2.733 -0.344
H: 0.376 -5.271 1.899
H: 1.978 -7.170 1.605
C: 2.830 1.677 2.716
C: 2.194 2.257 1.451
C: 1.201 3.344 1.876
C: 3.316 2.851 0.592
O: 1.525 1.285 0.685
H: 3.332 2.473 3.274
H: 3.574 0.922 2.469
H: 2.080 1.230 3.360
H: 1.697 4.100 2.489
H: 0.401 2.891 2.464
H: 0.742 3.841 1.021
H: 3.791 3.696 1.094
H: 2.951 3.190 -0.376
H: 4.080 2.093 0.407

Calculated values
* Kohn-Sham gap (alpha / beta): 3.93 / 7.74 eV
* energy relative to the best compared isomer or geometry (same formula, charge and spin): 114.9 kJ/mol
* spin multiplicity: 3
* LUMO (alpha / beta): 0.0906 / 0.0905 Eh
* total energy: -106965.022 eV
* <S²>: 2.0237
* total charge: -1


# 2
ORCA calculation (ωB97M-V with the def2-TZVPD basis set) on a structure of composition C47H53CrN10O2P.

Cartesian coordinates (Å):
Cr: 0.174 -0.009 0.090
O: -0.713 3.304 -1.683
C: -0.133 2.249 -1.839
N: 0.615 1.626 -0.843
C: 1.624 2.389 -0.205
C: 2.054 3.650 -0.617
C: 3.137 4.245 0.010
C: 3.795 3.599 1.052
C: 3.374 2.352 1.483
C: 2.288 1.743 0.855
N: 1.725 0.507 1.168
C: 2.158 -0.317 2.137
O: 3.169 -0.259 2.827
C: 1.185 -1.459 2.355
C: 1.400 -2.377 3.369
C: 0.509 -3.425 3.518
C: -0.557 -3.538 2.634
C: -0.709 -2.577 1.653
N: 0.132 -1.545 1.527
C: -0.151 1.630 -3.226
C: -0.923 2.248 -4.205
C: -0.815 1.802 -5.512
C: 0.059 0.764 -5.795
C: 0.773 0.201 -4.747
N: 0.669 0.618 -3.487
H: 1.546 4.166 -1.419
H: 3.471 5.220 -0.321
H: 4.637 4.075 1.539
H: 3.866 1.845 2.299
H: 2.263 -2.239 4.005
H: 0.647 -4.155 4.305
H: -1.263 -4.353 2.700
H: -1.520 -2.624 0.936
H: -1.556 3.081 -3.935
H: -1.391 2.270 -6.300
H: 0.192 0.397 -6.804
H: 1.459 -0.621 -4.924
C: 3.399 0.362 -1.867
N: 3.501 -0.723 -0.899
C: 4.682 -0.674 -0.042
C: 2.567 -1.682 -0.808
N: 1.268 -1.382 -1.036
C: 0.466 -2.308 -1.717
C: 0.964 -3.376 -2.474
C: 0.129 -4.363 -2.965
C: -1.234 -4.304 -2.708
C: -1.750 -3.181 -2.085
C: -0.926 -2.134 -1.672
N: -1.423 -0.895 -1.143
C: -2.545 -0.416 -1.619
N: -3.070 -0.774 -2.822
C: -4.496 -0.857 -3.085
C: -2.243 -1.091 -3.974
N: -3.206 0.585 -0.874
C: -3.729 1.700 -1.673
C: -4.167 0.128 0.134
N: 3.008 -2.919 -0.456
C: 2.193 -3.933 0.182
C: 4.281 -3.439 -0.942
H: 3.581 1.316 -1.372
H: 2.408 0.366 -2.309
H: 4.159 0.221 -2.641
H: 4.764 0.339 0.349
H: 5.595 -0.911 -0.593
H: 4.571 -1.348 0.801
H: 2.030 -3.447 -2.650
H: 0.547 -5.190 -3.525
H: -1.895 -5.100 -3.026
H: -2.821 -3.098 -1.947
H: -5.069 -0.910 -2.167
H: -4.681 -1.779 -3.641
H: -4.861 -0.025 -3.693
H: -2.394 -2.121 -4.306
H: -1.196 -0.955 -3.732
H: -2.510 -0.414 -4.788
H: -4.580 1.425 -2.300
H: -2.941 2.121 -2.294
H: -4.066 2.480 -0.993
H: -3.861 -0.835 0.540
H: -5.180 0.038 -0.270
H: -4.203 0.838 0.961
H: 1.244 -3.523 0.490
H: 2.725 -4.316 1.055
H: 2.002 -4.760 -0.505
H: 4.707 -2.771 -1.684
H: 4.097 -4.407 -1.413
H: 4.998 -3.581 -0.132
C: -2.072 2.881 1.186
P: -1.092 1.492 1.832
C: 0.124 2.361 2.884
C: 0.709 1.687 3.955
C: 1.639 2.320 4.763
C: 1.987 3.643 4.516
C: 1.410 4.321 3.455
C: 0.486 3.682 2.637
C: -2.212 0.851 3.135
C: -2.727 -0.436 3.097
C: -3.579 -0.900 4.093
C: -3.929 -0.065 5.141
C: -3.429 1.232 5.188
C: -2.575 1.684 4.197
H: -2.207 3.619 1.976
H: -3.045 2.507 0.888
H: -1.584 3.336 0.326
H: 0.425 0.663 4.175
H: 2.090 1.783 5.587
H: 2.710 4.140 5.150
H: 1.682 5.349 3.250
H: 0.066 4.222 1.798
H: -2.475 -1.079 2.270
H: -3.967 -1.910 4.048
H: -4.589 -0.419 5.922
H: -3.701 1.889 6.004
H: -2.171 2.688 4.261

Calculated values
* Kohn-Sham gap (alpha / beta): 6.46 / 6.99 eV
* energy relative to the best compared isomer or geometry (same formula, charge and spin): 3.8 kJ/mol
* spin multiplicity: 2
* LUMO (alpha / beta): -0.1101 / -0.0906 Eh
* total energy: -106302.961 eV
* <S²>: 0.8027
* total charge: +1


# 3
ORCA calculation (ωB97M-V with the def2-TZVPD basis set) on a structure of composition C47H53GeN7O2SeW.

Cartesian coordinates (Å):
W: -0.278 0.444 -0.295
C: 2.742 -0.347 -1.994
C: 2.427 -1.813 -1.769
C: 2.404 -2.106 -0.299
C: 3.152 -3.168 0.192
C: 3.161 -3.444 1.546
C: 2.434 -2.608 2.379
C: 1.725 -1.568 1.817
N: 1.673 -1.302 0.499
N: 1.603 0.633 -1.959
C: 0.874 0.543 -3.246
C: -0.106 -0.585 -3.201
C: -0.409 -1.335 -4.315
C: -1.309 -2.390 -4.208
C: -1.895 -2.642 -2.981
C: -1.579 -1.831 -1.912
N: -0.679 -0.826 -1.995
C: 2.321 1.929 -1.908
C: 1.432 3.127 -1.868
C: 1.950 4.363 -2.230
C: 1.122 5.470 -2.235
C: -0.216 5.273 -1.915
C: -0.641 4.005 -1.574
N: 0.160 2.925 -1.508
H: 3.245 -0.209 -2.955
H: 3.452 -0.040 -1.223
H: 3.230 -2.392 -2.223
H: 1.512 -2.145 -2.261
H: 3.723 -3.774 -0.497
H: 3.733 -4.274 1.941
H: 2.428 -2.741 3.452
H: 1.198 -0.894 2.481
H: 1.574 0.397 -4.074
H: 0.344 1.479 -3.429
H: 0.076 -1.112 -5.256
H: -1.539 -3.003 -5.070
H: -2.603 -3.447 -2.840
H: -2.061 -1.976 -0.960
H: 2.973 2.001 -2.785
H: 2.974 1.915 -1.036
H: 2.990 4.440 -2.520
H: 1.495 6.448 -2.508
H: -0.929 6.085 -1.947
H: -1.691 3.881 -1.369
C: -3.859 2.341 -2.283
O: -3.701 2.897 -0.932
C: -2.695 2.267 -0.411
N: -2.168 1.262 -1.050
C: -3.101 1.000 -2.192
C: -4.047 -0.141 -1.879
C: -4.669 -0.787 -2.944
C: -5.614 -1.774 -2.710
C: -5.942 -2.129 -1.407
C: -5.331 -1.483 -0.342
C: -4.390 -0.487 -0.576
C: -2.249 2.496 0.965
C: -2.831 3.260 1.960
C: -2.563 2.911 3.287
C: -1.899 1.719 3.570
C: -1.361 1.021 2.501
N: -1.402 1.500 1.255
C: -1.171 -0.434 2.386
N: -1.062 -0.985 1.200
C: -1.641 -2.397 1.424
C: -1.477 -2.548 2.942
O: -1.419 -1.168 3.423
C: -1.174 -3.676 0.754
C: -1.849 -4.827 1.176
C: -1.522 -6.069 0.659
C: -0.518 -6.187 -0.294
C: 0.141 -5.050 -0.729
C: -0.191 -3.804 -0.209
H: -3.414 3.055 -2.976
H: -4.923 2.234 -2.468
H: -2.549 0.812 -3.112
H: -4.421 -0.515 -3.964
H: -6.103 -2.259 -3.544
H: -6.686 -2.892 -1.225
H: -5.612 -1.736 0.672
H: -3.942 0.021 0.272
H: -3.522 4.055 1.713
H: -2.990 3.495 4.092
H: -1.864 1.312 4.572
H: -2.702 -2.253 1.175
H: -0.542 -3.038 3.211
H: -2.316 -3.022 3.440
H: -2.649 -4.765 1.904
H: -2.055 -6.946 0.999
H: -0.261 -7.157 -0.695
H: 0.917 -5.129 -1.479
H: 0.319 -2.930 -0.572
C: 6.202 2.058 2.644
Ge: 4.355 1.814 3.190
C: 3.593 3.366 4.085
C: 4.012 0.166 4.172
C: 3.387 1.557 1.393
Se: 1.454 1.618 1.561
C: 1.173 3.541 1.527
H: 6.825 2.193 3.529
H: 6.318 2.943 2.019
H: 6.579 1.191 2.102
H: 4.121 3.513 5.027
H: 2.541 3.224 4.336
H: 3.714 4.280 3.503
H: 4.483 0.212 5.153
H: 4.424 -0.694 3.645
H: 2.942 0.014 4.328
H: 3.633 0.567 1.009
H: 3.707 2.329 0.695
H: 1.560 3.941 2.458
H: 0.106 3.738 1.445
H: 1.700 3.971 0.679

Calculated values
* Kohn-Sham gap (alpha / beta): 6.53 / 6.04 eV
* energy relative to the best compared isomer or geometry (same formula, charge and spin): 191.8 kJ/mol
* spin multiplicity: 3
* LUMO (alpha / beta): -0.4315 / -0.4496 Eh
* total energy: -187777.003 eV
* <S²>: 2.0253
* total charge: +4


# 4
ORCA calculation (ωB97M-V with the def2-TZVPD basis set) on a cluster of 3 separate species, C47H53I2N5O7S in total in a non-equilibrium geometry.

Cartesian coordinates (Å):
C: 3.342 -0.964 3.106
C: 3.329 -2.073 2.049
I: 1.633 -3.357 2.306
C: 3.514 -1.553 0.624
I: 4.710 -2.843 -0.604
C: 2.232 -1.235 -0.126
O: 1.504 -0.343 0.685
C: 0.874 0.700 -0.019
C: 1.664 1.990 0.173
C: 1.648 2.358 1.709
N: 0.573 1.830 2.528
C: 1.067 3.142 -0.630
C: -0.463 3.258 -0.638
C: -1.062 4.051 0.562
C: -2.394 3.433 0.988
C: -2.901 3.835 2.404
C: -3.423 2.613 3.169
C: -4.561 1.940 2.407
S: -4.528 0.130 2.546
C: -4.516 -0.306 0.881
N: -5.012 0.314 -0.114
N: -4.655 -0.358 -1.255
C: -3.969 -1.364 -0.865
O: -3.840 -1.415 0.454
O: 3.006 1.616 -0.180
C: 3.891 2.599 -0.696
N: 4.184 3.695 0.198
C: 5.200 1.837 -0.970
C: 4.903 0.669 -1.923
N: 6.100 0.210 -2.659
H: 2.349 -0.608 3.354
H: 3.752 -1.409 4.011
H: 4.028 -0.170 2.823
H: 4.189 -2.691 2.272
H: 4.051 -0.613 0.699
H: 1.658 -2.141 -0.327
H: 2.538 -0.793 -1.074
H: -0.169 0.791 0.263
H: 0.883 0.516 -1.098
H: 1.722 3.434 1.858
H: 2.572 1.950 2.115
H: 0.729 0.878 2.819
H: -0.347 1.965 2.138
H: 1.396 3.132 -1.667
H: 1.434 4.082 -0.225
H: -0.988 2.317 -0.782
H: -0.701 3.860 -1.513
H: -0.363 4.143 1.387
H: -1.303 5.042 0.186
H: -3.183 3.684 0.281
H: -2.320 2.343 0.955
H: -3.681 4.591 2.338
H: -2.071 4.262 2.964
H: -3.740 2.887 4.173
H: -2.588 1.921 3.289
H: -4.565 2.199 1.354
H: -5.512 2.284 2.798
H: -3.509 -2.088 -1.507
H: 3.601 2.978 -1.674
H: 3.679 4.543 -0.003
H: 4.147 3.439 1.173
H: 5.855 2.529 -1.488
H: 5.619 1.455 -0.040
H: 4.394 -0.131 -1.389
H: 4.166 1.047 -2.634
H: 6.387 -0.674 -2.245
H: 5.782 -0.068 -3.584
O: 0.403 4.173 -6.617
C: 0.858 3.697 -5.598
C: 0.051 2.764 -4.762
C: -1.233 2.420 -5.168
C: -1.982 1.528 -4.418
C: -1.446 0.972 -3.262
C: -0.173 1.323 -2.846
C: 0.577 2.223 -3.587
C: 1.935 2.604 -3.108
O: 2.367 2.175 -2.055
C: 2.749 3.520 -3.953
C: 4.032 3.860 -3.544
C: 4.813 4.686 -4.334
C: 4.315 5.176 -5.537
C: 3.032 4.850 -5.943
C: 2.242 4.026 -5.153
H: -1.643 2.852 -6.071
H: -2.982 1.262 -4.733
H: -2.022 0.269 -2.675
H: 0.242 0.896 -1.943
H: 4.419 3.474 -2.610
H: 5.813 4.947 -4.015
H: 4.930 5.814 -6.157
H: 2.642 5.232 -6.876
O: -1.487 -7.387 4.294
C: -2.438 -7.059 3.616
C: -2.546 -5.678 3.068
C: -1.530 -4.765 3.321
C: -1.600 -3.488 2.788
C: -2.684 -3.120 1.998
C: -3.705 -4.020 1.754
C: -3.645 -5.299 2.292
C: -4.762 -6.251 2.035
O: -5.741 -5.906 1.405
C: -4.644 -7.638 2.565
C: -5.658 -8.552 2.307
C: -5.549 -9.853 2.767
C: -4.426 -10.247 3.487
C: -3.419 -9.337 3.758
C: -3.525 -8.030 3.303
H: -0.685 -5.057 3.932
H: -0.809 -2.777 2.980
H: -2.727 -2.127 1.573
H: -4.552 -3.733 1.143
H: -6.527 -8.243 1.744
H: -6.338 -10.564 2.562
H: -4.339 -11.267 3.838
H: -2.546 -9.641 4.320

Calculated values
* Kohn-Sham gap: 6.98 eV
* SMILES string: C[C@@H](I)[C@@H](I)COC[C@](CN)(CCCCCCCSc1nnco1)O[C@@H](N)CCN.O=C1c2ccccc2C(=O)c2ccccc21.O=C1c2ccccc2C(=O)c2ccccc21
* LUMO: -0.0585 Eh
* total energy: -98411.203 eV